{
  "formula": "C8H32AlN16O8",
  "method": "ωB97M-V with the def2-TZVPD basis set",
  "species": ["Al", "C", "O", "N", "N", "H", "H", "H", "H", "C", "O", "N", "N", "H", "H", "H", "H", "C", "O", "N", "N", "H", "H", "H", "H", "C", "O", "N", "N", "H", "H", "H", "H", "C", "O", "N", "N", "H", "H", "H", "H", "C", "O", "N", "N", "H", "H", "H", "H", "C", "O", "N", "N", "H", "H", "H", "H", "C", "O", "N", "N", "H", "H", "H", "H"],
  "positions_angstrom": [[-0.489, -0.625, -0.521], [-4.439, -0.288, 0.004], [-3.223, -0.387, 0.245], [-5.286, 0.486, 0.731], [-5.002, -0.910, -1.059], [-5.098, 0.937, 1.609], [-6.266, 0.349, 0.537], [-4.328, -1.361, -1.649], [-5.998, -0.913, -1.179], [3.132, -0.421, -2.119], [2.234, -0.461, -1.256], [2.941, -0.068, -3.404], [4.416, -0.748, -1.813], [2.049, 0.305, -3.670], [3.657, -0.341, -4.053], [4.718, -0.946, -0.876], [5.076, -1.045, -2.513], [-0.140, 0.997, -4.237], [-0.145, 0.388, -3.153], [0.461, 0.535, -5.364], [-0.786, 2.163, -4.399], [0.959, -0.333, -5.455], [0.594, 1.144, -6.155], [-0.875, 2.676, -5.259], [-1.353, 2.481, -3.630], [-2.215, 2.917, -0.638], [-1.731, 1.830, -1.006], [-1.591, 4.097, -0.843], [-3.430, 3.006, -0.056], [-0.661, 4.226, -1.196], [-1.985, 4.852, -0.305], [-3.957, 3.864, -0.036], [-3.947, 2.159, 0.106], [2.790, 0.252, 1.785], [1.745, -0.266, 1.350], [3.780, -0.479, 2.364], [2.997, 1.585, 1.805], [3.709, -1.479, 2.382], [4.443, 0.032, 2.921], [2.419, 2.257, 1.335], [3.880, 1.937, 2.136], [-0.547, -2.055, 3.144], [-0.580, -1.865, 1.928], [-1.641, -2.056, 3.944], [0.639, -2.090, 3.823], [-2.546, -2.173, 3.523], [-1.537, -2.241, 4.926], [1.478, -2.014, 3.281], [0.605, -1.998, 4.822], [1.696, -3.845, -0.656], [0.915, -2.944, -0.269], [3.033, -3.590, -0.581], [1.324, -5.015, -1.167], [3.656, -4.150, -1.138], [3.279, -2.647, -0.343], [0.367, -5.249, -1.367], [2.028, -5.710, -1.351], [-0.629, 1.758, 2.506], [-0.828, 1.167, 1.435], [0.200, 1.258, 3.469], [-1.328, 2.855, 2.866], [-0.006, 1.424, 4.436], [0.730, 0.482, 3.103], [-1.164, 3.227, 3.786], [-2.201, 3.065, 2.413]],
  "atomic_forces_ev_per_a": [[1.339, 1.326, 2.488], [-0.128, -0.438, -0.680], [1.117, 0.146, 0.274], [-0.475, -0.023, -0.203], [0.708, 0.526, 0.951], [0.507, -0.418, 0.119], [-0.066, 0.219, 0.125], [-0.558, -0.352, -0.362], [0.044, -0.250, -0.522], [0.076, -0.204, -0.463], [-0.621, 0.261, 0.502], [0.126, -0.342, 0.556], [0.255, -0.366, 0.303], [-0.037, -0.230, -0.151], [-0.166, 0.487, -0.406], [-0.379, 0.082, 0.145], [-0.048, 0.338, -0.195], [-0.871, 0.181, -0.781], [0.492, -1.001, 0.757], [0.563, 0.056, -0.206], [-0.283, 0.435, 0.660], [-0.258, -0.202, 0.499], [-0.223, 0.101, 0.032], [0.122, -0.235, -0.167], [0.099, -0.046, 0.093], [0.657, -0.473, -0.315], [0.494, -0.705, -0.531], [-0.709, 0.446, 0.631], [-0.204, -0.044, 0.426], [0.064, -0.463, -0.033], [0.310, 0.373, -0.312], [0.085, 0.053, -0.068], [0.030, -0.061, -0.201], [-0.701, 0.104, -0.246], [0.108, -0.161, 0.054], [-0.243, 0.456, -0.323], [0.654, 0.290, 0.082], [0.099, 0.002, 0.213], [0.325, -0.549, 0.134], [-0.325, -0.340, -0.067], [-0.019, 0.107, -0.074], [0.609, 1.329, 0.464], [-0.597, -0.274, -1.393], [-0.029, -0.142, -0.296], [-0.819, -0.162, -0.307], [0.000, 0.020, 0.018], [-0.220, -0.222, 0.001], [0.113, 0.069, 0.124], [0.563, -0.200, 0.055], [0.599, 1.408, -0.619], [-1.647, 0.751, 0.121], [-0.482, -0.689, -0.092], [0.167, -0.366, -0.046], [0.275, 0.112, 0.204], [-0.045, 0.059, -0.074], [-0.075, 0.142, 0.222], [-0.165, -0.148, -0.036], [-0.381, -1.214, 1.652], [-0.060, 0.151, -1.684], [-0.126, 0.382, -1.460], [0.059, 0.123, -0.171], [0.322, -0.142, 0.115], [0.025, -0.281, 0.649], [-0.123, 0.195, -0.047], [0.079, 0.014, -0.138]],
  "nbo_charge": [1.9024, 0.7850, -0.6683, -0.8278, -0.7988, 0.4256, 0.4139, 0.4186, 0.4219, 0.7927, -0.6548, -0.8078, -0.8217, 0.4252, 0.4113, 0.4101, 0.4146, 0.7892, -0.7319, -0.8204, -0.8027, 0.4177, 0.4159, 0.4191, 0.4185, 0.7995, -0.6982, -0.8029, -0.8321, 0.4254, 0.4027, 0.4151, 0.4174, 0.7811, -0.6934, -0.8286, -0.8109, 0.4166, 0.4138, 0.4201, 0.4048, 0.8054, -0.7120, -0.8156, -0.8334, 0.4192, 0.4057, 0.4134, 0.4044, 0.7927, -0.6979, -0.8049, -0.7712, 0.4064, 0.4116, 0.4313, 0.4170, 0.7965, -0.6720, -0.8349, -0.8070, 0.4151, 0.4268, 0.4114, 0.4141],
  "total_energy_ha": -2043.81085,
  "charge": 3,
  "homo_ev": -17.175,
  "multiplicity": 1,
  "max_force_ha_per_bohr": 0.0607
}



{
  "formula": "C8H32KO8",
  "method": "ωB97M-V with the def2-TZVPD basis set",
  "species": ["K", "C", "O", "H", "H", "H", "H", "C", "O", "H", "H", "H", "H", "C", "O", "H", "H", "H", "H", "C", "O", "H", "H", "H", "H", "C", "O", "H", "H", "H", "H", "C", "O", "H", "H", "H", "H", "C", "O", "H", "H", "H", "H", "C", "O", "H", "H", "H", "H"],
  "positions_angstrom": [[0.204, 0.004, -0.263], [-1.291, 2.441, -1.884], [0.102, 2.247, -1.732], [-1.804, 1.714, -1.276], [-1.560, 2.471, -2.937], [-1.679, 3.408, -1.431], [0.376, 3.136, -1.317], [3.388, 1.279, -1.820], [2.849, 0.689, -0.677], [3.567, 0.619, -2.640], [4.307, 1.771, -1.634], [2.748, 2.080, -2.154], [3.104, 1.214, 0.059], [0.606, -3.697, -0.390], [1.196, -4.653, 0.461], [0.504, -4.124, -1.446], [1.151, -2.741, -0.250], [-0.469, -3.468, -0.075], [0.483, -5.045, 1.019], [-3.078, -0.551, -0.318], [-2.156, -1.616, -0.230], [-2.840, 0.088, 0.516], [-4.121, -0.881, -0.264], [-2.912, -0.185, -1.249], [-2.434, -2.221, 0.458], [-1.592, 1.657, 2.306], [-1.211, 2.027, 1.009], [-2.564, 1.227, 2.293], [-1.519, 2.529, 3.038], [-0.865, 0.858, 2.626], [-1.430, 2.960, 0.732], [-0.705, -2.226, 2.715], [0.196, -1.396, 2.035], [-0.635, -2.219, 3.771], [-0.613, -3.255, 2.413], [-1.736, -1.817, 2.516], [0.929, -1.384, 2.655], [1.896, 2.702, 1.744], [1.732, 1.283, 1.668], [1.023, 3.235, 1.233], [2.791, 2.950, 1.253], [1.972, 3.004, 2.781], [1.498, 0.874, 2.489], [-0.171, -1.412, -2.916], [1.118, -0.811, -2.589], [-1.047, -0.816, -2.707], [-0.245, -2.415, -2.483], [-0.260, -1.514, -3.934], [1.199, -0.044, -3.168]],
  "atomic_forces_ev_per_a": [[0.226, -0.036, 0.192], [-1.075, 1.272, 0.449], [0.773, 2.980, 1.211], [-0.420, -0.608, -0.403], [-0.201, -0.334, 0.011], [0.719, -0.720, -0.636], [0.146, -2.346, -1.081], [-0.286, 1.070, -0.378], [-0.328, -1.223, -0.597], [-0.164, -0.918, -0.239], [1.274, 0.285, 0.416], [-0.574, 0.295, -0.470], [0.240, 0.333, 1.040], [-1.829, 0.058, -0.273], [-0.909, -0.588, 1.028], [0.615, 0.946, 1.217], [-0.066, -0.609, -0.811], [1.249, -0.275, -0.373], [1.050, 0.298, -0.765], [-0.703, -1.690, 2.517], [0.452, -0.962, -0.113], [-0.373, 0.968, -0.096], [0.121, 0.005, 0.065], [0.296, 1.815, -2.579], [-0.010, -0.172, 0.111], [1.597, 0.781, 1.554], [0.175, 1.476, -1.458], [-1.029, -0.185, 0.287], [-0.243, -1.200, -0.841], [-0.726, 0.790, -0.192], [0.014, -1.599, 1.009], [-2.593, 0.268, -0.882], [0.779, 0.260, 0.761], [0.520, 0.291, 1.204], [-0.109, -0.457, -0.388], [0.807, -0.714, 0.023], [0.688, 0.228, -0.474], [-2.203, -0.196, 0.315], [0.121, 0.186, -0.901], [1.101, -0.725, 0.771], [1.209, 0.456, -0.682], [-0.057, 0.326, 0.117], [-0.151, 0.217, 0.797], [0.982, -0.132, 1.160], [-1.358, -0.374, -0.186], [-0.192, 0.478, 0.957], [0.099, 0.533, 0.175], [0.158, -0.553, -2.647], [0.185, 0.001, 0.081]],
  "nbo_charge": [0.9029, -0.2680, -0.7412, 0.1749, 0.1963, 0.1638, 0.4858, -0.2540, -0.7282, 0.1896, 0.1746, 0.1535, 0.4774, -0.2501, -0.7195, 0.1800, 0.1755, 0.1522, 0.4680, -0.2482, -0.7471, 0.1656, 0.1874, 0.1791, 0.4765, -0.2517, -0.7693, 0.1737, 0.1901, 0.1791, 0.4892, -0.2535, -0.7374, 0.1885, 0.1743, 0.1640, 0.4798, -0.2437, -0.7594, 0.1634, 0.1766, 0.1936, 0.4799, -0.2687, -0.7363, 0.1527, 0.2016, 0.1870, 0.4794],
  "total_energy_ha": -1525.52630,
  "charge": 1,
  "homo_ev": -12.759,
  "multiplicity": 1,
  "max_force_ha_per_bohr": 0.0643
}



| no. | frontier orbital gap (eV) |
| --- | --- |
| 1 | 4.447 |
| 2 | 10.203 |